w.
# C4H9NO2

2 unconnected molecules or ions with the total composition C4H9NO2 (the ωB97M-V functional and the def2-TZVPD basis, the OMol25 dataset).

The calculation puts the HOMO-LUMO gap at 8.60 eV.

The geometry in XYZ format:
```
16
Properties=species:S:1:pos:R:3:mulliken_charge:R:1
C 0.76179 -0.68116 1.82305 -0.780
C -1.52925 -1.42077 1.68404 -0.148
N -0.46829 -1.01765 1.09638 0.082
H 0.93710 0.40085 1.63739 0.301
H 1.58489 -1.27872 1.40007 0.276
H 0.68295 -0.90547 2.87117 0.329
H -1.55658 -1.54574 2.79726 0.221
H -2.43297 -1.60516 1.07307 0.269
H -0.45578 -0.78610 -0.02801 0.316
O 0.40280 1.50567 -0.23482 -0.694
C 0.20146 0.87918 -1.29506 0.753
O -0.24368 -0.35154 -1.35454 -0.797
C 0.47014 1.56766 -2.63338 -0.902
H 0.09441 0.97211 -3.47845 0.273
H 0.00374 2.56699 -2.58549 0.265
H 1.54728 1.69985 -2.77270 0.237
```

=====

x.
# C4H9NO2

C4H9NO2 in the gas phase (the ωB97M-V functional and the def2-TZVPD basis, the OMol25 dataset).

Its SMILES is CCNCC(=O)O. The calculation puts the HOMO-LUMO gap at 9.96 eV.

The geometry in XYZ format:
```
16
Properties=species:S:1:pos:R:3:mulliken_charge:R:1
C 1.78863 -1.77201 -0.17775 -1.237
C 1.20650 -0.38699 0.08172 -0.367
N -0.09755 -0.19067 -0.51273 -0.402
C -0.51679 1.22185 -0.40830 -0.266
C -1.89779 1.41853 0.15647 0.447
O -2.58648 2.31826 -0.23916 -0.543
O -2.46492 0.42487 0.88066 -0.466
H 2.80475 -1.93121 0.18359 0.370
H 1.21754 -2.51579 0.37597 0.312
H 1.74650 -2.03428 -1.23398 0.321
H 1.25550 -0.11484 1.15553 0.330
H 1.88155 0.35102 -0.38121 0.345
H -0.76089 -0.82607 -0.09317 0.290
H -0.21655 1.83914 -1.24120 0.320
H 0.03053 1.55148 0.50507 0.215
H -3.39052 0.64671 0.94849 0.330
```

=====

y.
# C4H9NO2

C4H9NO2 in the gas phase (the ωB97M-V functional and the def2-TZVPD basis, the OMol25 dataset).

Its SMILES is C[C@@H](O)CC(N)=O. The calculation puts the HOMO-LUMO gap at 10.34 eV.

The geometry in XYZ format:
```
16
Properties=species:S:1:pos:R:3:mulliken_charge:R:1
C -1.99983 -0.33286 -0.56170 -1.534
C -0.56596 0.19022 -0.52474 0.636
O -0.53860 1.48957 0.07205 -0.573
C 0.33979 -0.78533 0.23576 -0.697
C 1.83273 -0.46815 0.28361 0.364
N 2.14746 0.78901 0.69617 -0.336
O 2.67491 -1.31209 0.02765 -0.631
H -2.32874 -0.62133 0.44567 0.395
H -2.08500 -1.21227 -1.20476 0.396
H -2.68948 0.43027 -0.94146 0.425
H -0.19284 0.31150 -1.54935 0.209
H -1.37918 1.60033 0.52714 0.323
H -0.02425 -0.84784 1.27005 0.284
H 0.25599 -1.78067 -0.20961 0.279
H 3.12136 1.05067 0.68772 0.229
H 1.43163 1.49896 0.74579 0.231
```

=====

Most stable: y (next structure +23.0 kcal/mol)

=====

w.
# C4H9NO2

C4H9NO2 in the gas phase (the ωB97M-V functional and the def2-TZVPD basis, the OMol25 dataset).

Its SMILES is CNC(=O)CCO. The calculation puts the HOMO-LUMO gap at 10.42 eV.

The geometry in XYZ format:
```
16
Properties=species:S:1:pos:R:3:mulliken_charge:R:1
C -0.47059 -1.05909 -2.47988 -0.736
N 0.07571 -1.09463 -1.15744 -0.244
C 0.30392 0.11875 -0.52265 0.496
O -0.24381 1.12552 -0.96546 -0.616
C 0.92365 0.22882 0.87270 -0.476
C 0.13167 1.19448 1.72493 -0.339
O -0.66929 0.36030 2.53140 -0.552
H 0.06609 -0.34331 -3.13652 0.228
H -0.44338 -2.08591 -2.85612 0.308
H -1.48730 -0.69994 -2.35378 0.275
H 0.09967 -1.91074 -0.61225 0.242
H 2.04614 0.47415 0.83339 0.297
H 0.82019 -0.70700 1.39664 0.282
H 0.75179 1.70937 2.47095 0.279
H -0.56671 1.93364 1.12702 0.272
H -1.33776 0.75559 3.12708 0.283
```

=====

x.
# C4H9NO2

A molecular structure, C4H9NO2 (the ωB97M-V functional and the def2-TZVPD basis, the OMol25 dataset).

The calculation puts the HOMO-LUMO gap at 9.29 eV.

The geometry in XYZ format:
```
16
Properties=species:S:1:pos:R:3:mulliken_charge:R:1
C 1.94721 1.67292 -0.46656 -0.741
O 0.70430 1.01001 -0.37854 -0.325
C 0.84779 -0.37031 -0.20019 -0.339
C -0.39026 -0.93664 0.43568 -0.286
N -1.25807 -0.20248 1.13580 -0.497
C -2.43028 -0.93046 0.23006 0.070
O -3.09934 -1.80747 0.74929 -0.587
H 2.49909 1.59963 0.48256 0.322
H 2.57211 1.25731 -1.26997 0.292
H 1.74089 2.72258 -0.68267 0.246
H 1.67697 -0.59656 0.49457 0.357
H 1.06928 -0.88493 -1.14788 0.330
H -0.36844 -2.00193 0.66779 0.396
H -1.58645 -1.29343 -0.66503 0.130
H -1.14948 0.78884 0.91876 0.296
H -2.77533 -0.02708 -0.30367 0.337
```

=====

y.
# C4H9NO2

2 unconnected molecules or ions with the total composition C4H9NO2 (the ωB97M-V functional and the def2-TZVPD basis, the OMol25 dataset).

Its SMILES is CON=C=O.CC. The calculation puts the HOMO-LUMO gap at 10.20 eV.

The geometry in XYZ format:
```
16
Properties=species:S:1:pos:R:3:mulliken_charge:R:1
C -0.19373 -2.58195 -1.69108 -0.445
O 0.07715 -2.40542 -0.30853 -0.150
N -0.72960 -1.36640 0.14977 -0.400
C -0.83897 -1.17105 1.35890 0.668
O -1.05155 -0.83720 2.45958 -0.401
H 0.51773 -3.34315 -2.01764 0.244
H -1.22139 -2.93014 -1.84802 0.252
H -0.02655 -1.64816 -2.23917 0.226
C 0.78543 1.92228 1.18394 -0.796
C 0.07963 2.14918 -0.15158 -0.653
H 1.62304 1.22370 1.07687 0.254
H 1.18604 2.85761 1.59054 0.327
H 0.10365 1.50537 1.93337 0.195
H -0.75766 2.84783 -0.04631 0.257
H 0.76489 2.56703 -0.89720 0.281
H -0.31810 1.21047 -0.55346 0.142
```

=====

Most stable: w (next structure +45.4 kcal/mol)

=====

w.
# C5H7N3

C5H7N3 in the gas phase (the ωB97M-V functional and the def2-TZVPD basis, the OMol25 dataset).

Its SMILES is N#CC/N=C/N1CC1. The calculation puts the HOMO-LUMO gap at 10.69 eV.

The geometry in XYZ format:
```
15
Properties=species:S:1:pos:R:3:mulliken_charge:R:1
N -3.04257 0.66003 -2.48516 -0.412
C -2.00797 0.15281 -2.04594 0.134
C -0.68485 -0.25739 -1.48554 -0.162
N 0.13714 0.27367 -0.49082 -0.406
C 0.67672 -0.54691 0.30278 -0.008
N 1.77495 -0.42238 1.31021 -0.298
C 1.59078 0.82007 1.80143 -0.278
C 0.93606 -0.34932 2.42878 -0.362
H -0.77521 -1.26172 -1.05800 0.235
H 0.03871 -0.61518 -2.51922 0.263
H 0.65808 -1.64574 0.29426 0.385
H 2.58801 1.34571 2.30407 0.179
H 1.07433 1.43267 0.97471 0.259
H 1.40477 -0.68912 3.35018 0.255
H -0.13975 -1.06148 2.30524 0.214
```

=====

x.
# C5H7N3

C5H7N3 in the gas phase (the ωB97M-V functional and the def2-TZVPD basis, the OMol25 dataset).

Its SMILES is C=NN1C[C@@H]1CC#N. The calculation puts the HOMO-LUMO gap at 10.05 eV.

The geometry in XYZ format:
```
15
Properties=species:S:1:pos:R:3:mulliken_charge:R:1
C 0.28773 1.97138 1.98185 -0.308
N 0.58151 0.91553 1.43385 -0.383
N 0.39020 0.79366 0.09620 -0.266
C 1.48361 -0.26867 -0.46624 -0.587
C 0.11599 -0.62116 -0.01668 0.195
C -0.77603 -1.33386 -1.16045 -0.518
C -2.25687 -0.88936 -1.25755 0.154
N -3.22496 -0.30796 -0.90323 -0.440
H -0.07700 2.67785 1.27499 0.309
H 0.25602 2.32494 2.92402 0.314
H 1.80333 0.05564 -1.58708 0.244
H 2.11565 -0.61708 0.32000 0.378
H 0.26978 -1.49185 0.74045 0.268
H -0.48023 -0.84084 -2.09378 0.202
H -0.48874 -2.36823 -1.28634 0.438
```

=====

y.
# C5H7N3

A molecular structure, C5H7N3 (the ωB97M-V functional and the def2-TZVPD basis, the OMol25 dataset).

The calculation puts the HOMO-LUMO gap at 8.42 eV.

The geometry in XYZ format:
```
15
Properties=species:S:1:pos:R:3:mulliken_charge:R:1
C -2.13009 -0.91859 -0.01122 -0.373
C -2.43709 0.43576 -0.00875 -0.266
C -0.11839 -0.09095 0.00587 0.448
C 1.22605 0.35848 0.03542 0.381
C 2.14118 -0.82321 0.04725 -0.976
N -0.83140 -1.12333 -0.04128 -0.416
N 1.44326 1.60328 -0.14934 -0.673
N -1.42141 1.20791 0.05632 -0.316
H -2.89392 -1.76583 -0.14849 0.314
H -3.41115 0.71881 -0.03378 0.486
H 2.18052 -1.29683 1.00746 0.281
H 3.27885 -0.61773 -0.15784 0.323
H 1.66594 -1.56167 -0.74492 0.273
H 2.44916 1.71862 -0.18842 0.249
H -1.14150 2.15527 0.33173 0.268
```

=====

z.
# C5H7N3

C5H7N3 in the gas phase (the ωB97M-V functional and the def2-TZVPD basis, the OMol25 dataset).

Its SMILES is C=C=N[C@@H]1C=NNC1. The calculation puts the HOMO-LUMO gap at 9.36 eV.

The geometry in XYZ format:
```
15
Properties=species:S:1:pos:R:3:mulliken_charge:R:1
C -2.16795 -0.47635 -0.69106 -1.048
C -1.14251 -1.18558 -0.33190 0.896
N -0.07460 -1.63667 0.02542 -0.706
C 0.90731 -0.71101 0.62538 -0.155
C 0.25198 0.40154 1.50891 -0.314
N -0.07131 1.41637 0.79557 -0.537
N 0.51288 1.35672 -0.41551 0.050
C 1.46168 0.19988 -0.51288 -0.578
H -2.35324 -0.05646 -1.62175 0.282
H -3.02447 -0.51039 -0.19568 0.303
H 1.55768 -1.33834 1.03199 0.538
H 0.05155 0.16878 2.48573 0.475
H 0.26236 2.09459 -1.00500 0.177
H 2.41571 0.68112 -0.15778 0.308
H 1.41293 -0.40420 -1.54146 0.309
```

=====

Most stable: y (next structure +33.0 kcal/mol)